{"formula": "C33H20F9GaNO5P", "method": "the ωB97M-V functional and the def2-TZVPD basis", "elements": ["Ga", "O", "C", "O", "C", "C", "C", "C", "C", "C", "C", "C", "C", "N", "H", "H", "H", "H", "H", "H", "O", "C", "O", "C", "C", "C", "C", "C", "C", "P", "C", "C", "C", "C", "C", "C", "C", "C", "C", "C", "C", "C", "H", "H", "H", "H", "H", "H", "H", "H", "H", "H", "H", "H", "H", "H", "F", "C", "F", "F", "C", "O", "C", "F", "F", "F", "C", "F", "F", "F"], "coordinates": [[0.122, 1.249, -0.502], [-0.371, 4.483, -2.708], [-0.378, 3.589, -1.897], [0.384, 2.536, -1.872], [-1.360, 3.631, -0.742], [-2.393, 4.583, -0.699], [-3.285, 4.520, 0.326], [-3.132, 3.547, 1.345], [-4.012, 3.439, 2.451], [-3.782, 2.516, 3.428], [-2.657, 1.660, 3.348], [-1.807, 1.729, 2.285], [-2.042, 2.666, 1.258], [-1.192, 2.717, 0.183], [-2.444, 5.316, -1.490], [-4.119, 5.211, 0.379], [-4.863, 4.108, 2.509], [-4.460, 2.433, 4.269], [-2.475, 0.938, 4.136], [-0.958, 1.067, 2.201], [5.128, 1.593, 0.153], [4.359, 0.687, 0.202], [2.989, 0.914, 0.100], [4.610, -0.753, 0.396], [5.866, -1.302, 0.618], [5.945, -2.660, 0.868], [4.779, -3.425, 0.917], [3.534, -2.854, 0.693], [3.446, -1.496, 0.400], [1.961, -0.409, -0.002], [1.006, -0.945, 1.447], [1.068, -0.139, 2.579], [0.425, -0.536, 3.744], [-0.311, -1.713, 3.768], [-0.391, -2.505, 2.630], [0.288, -2.139, 1.475], [1.721, -1.047, -1.684], [1.731, -0.124, -2.727], [1.652, -0.564, -4.043], [1.540, -1.918, -4.317], [1.524, -2.841, -3.279], [1.635, -2.410, -1.967], [6.744, -0.668, 0.606], [6.906, -3.127, 1.044], [4.846, -4.483, 1.141], [2.647, -3.471, 0.772], [1.618, 0.796, 2.547], [0.488, 0.085, 4.630], [-0.825, -2.012, 4.673], [-0.980, -3.415, 2.642], [0.203, -2.754, 0.587], [1.811, 0.938, -2.529], [1.671, 0.160, -4.847], [1.464, -2.258, -5.343], [1.432, -3.899, -3.491], [1.643, -3.143, -1.172], [-2.014, 1.390, -2.794], [-2.993, 0.727, -2.177], [-3.649, 1.614, -1.413], [-3.843, 0.293, -3.109], [-2.400, -0.434, -1.306], [-1.267, -0.087, -0.645], [-2.072, -1.635, -2.261], [-1.343, -2.552, -1.618], [-3.156, -2.255, -2.738], [-1.352, -1.202, -3.301], [-3.473, -0.884, -0.266], [-3.638, 0.038, 0.683], [-4.666, -1.104, -0.830], [-3.086, -2.012, 0.340]], "homo_lumo_gap_ha": 0.263, "e_tot_ha": -4865.594587, "e_homo_ha": -0.291, "total_charge": 0, "lumo_ev": -0.75}

---

{"formula": "C33H21Cl5N6O3Re", "method": "the ωB97M-V functional and the def2-TZVPD basis", "elements": ["Re", "C", "C", "C", "C", "C", "C", "C", "C", "N", "C", "O", "C", "C", "C", "C", "C", "N", "C", "O", "N", "C", "C", "C", "C", "C", "C", "C", "C", "H", "H", "H", "H", "H", "H", "H", "H", "H", "H", "H", "H", "H", "H", "H", "H", "H", "H", "H", "H", "H", "Cl", "C", "C", "Cl", "C", "Cl", "C", "O", "C", "Cl", "C", "Cl", "N", "C", "C", "C", "N", "C", "N"], "coordinates": [[0.419, 0.426, -0.781], [-0.123, -3.095, -1.730], [0.694, -2.575, -2.884], [1.528, -3.471, -3.558], [2.244, -3.084, -4.671], [2.126, -1.785, -5.152], [1.316, -0.865, -4.510], [1.184, 0.532, -5.050], [0.625, -1.267, -3.357], [-0.114, -0.268, -2.633], [-1.239, 0.275, -3.226], [-1.804, -0.136, -4.212], [-1.654, 1.544, -2.521], [-2.708, 2.366, -2.874], [-2.931, 3.511, -2.124], [-2.102, 3.821, -1.051], [-1.071, 2.955, -0.750], [-0.876, 1.862, -1.479], [-0.072, 3.110, 0.347], [-0.023, 4.103, 1.034], [0.781, 2.021, 0.426], [1.831, 2.101, 1.416], [1.631, 1.455, 2.642], [0.368, 0.701, 2.944], [2.656, 1.495, 3.580], [3.844, 2.154, 3.311], [4.006, 2.814, 2.107], [2.997, 2.815, 1.147], [3.154, 3.664, -0.084], [-0.929, -3.724, -2.112], [0.491, -3.709, -1.070], [-0.579, -2.310, -1.134], [1.597, -4.489, -3.193], [2.889, -3.792, -5.175], [2.673, -1.481, -6.036], [1.890, 0.694, -5.862], [0.178, 0.703, -5.438], [1.370, 1.294, -4.288], [-3.329, 2.095, -3.716], [-3.752, 4.168, -2.374], [-2.241, 4.709, -0.451], [0.226, -0.105, 2.228], [0.419, 0.255, 3.936], [-0.509, 1.352, 2.911], [2.518, 0.987, 4.526], [4.635, 2.170, 4.050], [4.918, 3.364, 1.907], [4.166, 4.061, -0.142], [2.949, 3.127, -1.004], [2.465, 4.512, -0.045], [7.299, -1.339, -0.110], [5.592, -1.187, 0.009], [4.907, -0.358, -0.874], [5.735, 0.523, -2.094], [3.533, -0.252, -0.758], [2.632, 0.758, -1.898], [2.786, -0.962, 0.205], [1.471, -0.840, 0.332], [3.499, -1.784, 1.085], [2.607, -2.623, 2.285], [4.881, -1.896, 0.987], [5.727, -2.908, 2.083], [-1.228, -0.304, 0.026], [-2.165, -0.679, 0.623], [-3.244, -1.114, 1.316], [-3.055, -2.006, 2.410], [-2.901, -2.718, 3.300], [-4.535, -0.636, 0.953], [-5.578, -0.253, 0.652]], "homo_lumo_gap_ha": [0.235, 0.249], "multiplicity": 2, "e_tot_ha": -4203.708847, "e_homo_ha": [-0.315, -0.324], "total_charge": 0, "lumo_ev": [-2.19, -2.05], "e_above_lowest_ev": 0.0000}